[1]
The following is a DFT calculation (wB97M-V/def2-TZVPD) of C24H26ClN3O3S in the gas phase.

Summary:
**E_HOMO**: -8.705 eV
**SMILES string**: CCOCCCNC(=O)[C@H](c1ccc(Cl)cc1)N(Cc1cccs1)C(=O)c1ccccn1
**Energy relative to the best compared isomer or geometry (same formula, charge and spin)**: 0.0 kJ/mol
**Frontier orbital gap**: 0.34118 Eh
**Total energy**: -2178.5511 Eh

Geometry as XYZ:
```
58
C24H26ClN3O3S, DFT wB97M-V/def2-TZVPD
C 3.07626 1.66589 -2.73940
H 3.68807 1.37408 -3.58804
H 2.73472 2.68795 -2.88309
H 2.20650 1.01673 -2.68307
C 3.88562 1.56112 -1.45740
H 4.70621 2.29621 -1.45993
O 3.03058 1.80729 -0.36106
C 3.70593 2.00089 0.86016
C 2.69983 2.07212 2.00756
C 1.61867 3.13238 1.77566
N 0.68359 2.68034 0.77076
C -0.56275 2.28643 1.07794
O -1.10200 2.51782 2.14233
C -1.17824 1.44403 -0.05421
N -0.55958 0.12287 0.08606
C 0.17274 -0.37246 -0.93115
O 0.27172 0.18289 -2.01334
C 0.88383 -1.66549 -0.66441
N 1.72706 -1.69223 0.36104
C 2.40908 -2.80140 0.57925
C 2.28072 -3.94265 -0.19777
C 1.40802 -3.90853 -1.27402
C 0.70456 -2.74301 -1.52524
H 0.02209 -2.65879 -2.35604
H 1.28053 -4.77340 -1.90868
H 2.84851 -4.83033 0.03303
H 3.08472 -2.77092 1.42431
C -0.79449 -0.61839 1.31167
C -1.42051 -1.94726 1.03043
C -2.40421 -2.24484 0.13858
C -2.73809 -3.61784 0.12204
C -2.00605 -4.34381 1.00235
S -0.88789 -3.36631 1.86959
H -2.05268 -5.39468 1.20670
H -3.49335 -4.03869 -0.51688
H -2.87691 -1.50881 -0.48687
H 0.14720 -0.76440 1.85137
H -1.45779 -0.01495 1.93749
C -2.67982 1.30949 -0.12160
C -3.23496 0.98327 -1.35742
C -4.59236 0.76392 -1.49329
C -5.40924 0.87365 -0.37858
C -4.87915 1.20778 0.85532
C -3.51660 1.41975 0.98116
H -3.11053 1.70200 1.93897
H -5.52523 1.29810 1.71426
Cl -7.10881 0.59281 -0.53591
H -5.01563 0.50938 -2.45245
H -2.59130 0.89215 -2.22063
H -0.82116 1.82994 -1.01660
H 1.12795 2.35087 -0.07786
H 1.04912 3.30647 2.69154
H 2.07478 4.07247 1.45155
H 3.24402 2.29675 2.92543
H 2.21872 1.09882 2.11617
H 4.40692 1.17091 1.03843
H 4.29251 2.93387 0.81185
H 4.32860 0.55774 -1.35809
```


[2]
The following is a DFT calculation (wB97M-V/def2-TZVPD) of a molecular structure, C24H26CoN6O2S3.

Summary:
**E_HOMO (alpha / beta)**: -11.091 / -11.089 eV
**<S²>**: 6.0498
**Total charge**: +1
**Multiplicity**: 5
**Frontier orbital gap (alpha / beta)**: 0.32023 / 0.19927 Eh
**Total energy**: -3986.4432 Eh

Geometry as XYZ:
```
62
C24H26CoN6O2S3, DFT wB97M-V/def2-TZVPD
Co -0.91879 0.15522 -1.05565
C -0.41458 1.01341 4.63528
C -0.08967 -0.34482 4.03273
N 0.95455 -0.25875 3.01257
C 2.32580 -0.38704 3.52126
C 2.83296 -1.81736 3.43612
C 0.71143 -0.08206 1.70911
S -0.94805 0.14973 1.25171
N 1.81848 -0.12730 0.94323
C 1.93694 0.06288 -0.35500
O 1.03474 0.29681 -1.22294
C 3.34303 0.09711 -0.86532
C 3.58157 0.25259 -2.23065
C 4.87908 0.28555 -2.71370
C 5.94860 0.16330 -1.83836
C 5.71856 0.00347 -0.47929
C 4.42296 -0.02856 0.00675
H -1.16614 0.90781 5.41712
H -0.80314 1.68750 3.87309
H 0.47165 1.46716 5.08004
H -0.97647 -0.79669 3.59461
H 0.27877 -1.02958 4.79850
H 2.30101 -0.04498 4.55654
H 2.96744 0.28999 2.96447
H 2.17895 -2.49895 3.98157
H 3.82924 -1.89092 3.87163
H 2.88187 -2.13965 2.39675
H 2.74139 0.32657 -2.90866
H 5.05692 0.40057 -3.77451
H 6.96244 0.18838 -2.21553
H 6.55218 -0.09651 0.20280
H 4.23471 -0.15640 1.06156
S -1.03644 -0.45487 -3.95689
C -1.69240 -1.70960 -3.09581
N -1.71049 -1.69411 -1.75026
C -2.29203 -2.79157 -1.22877
C -2.47019 -3.05532 0.14650
C -3.08895 -4.21812 0.50590
C -3.54293 -5.13890 -0.46639
C -3.38283 -4.90734 -1.81146
C -2.75174 -3.72305 -2.19732
S -2.40040 -3.15001 -3.77442
H -2.11720 -2.33354 0.86995
H -3.24160 -4.45143 1.55041
H -4.02677 -6.04886 -0.13837
H -3.73120 -5.61877 -2.54658
C -4.82148 3.20282 -1.22574
N -3.38741 3.24929 -1.49807
C -2.74179 4.39863 -1.82413
C -1.40901 4.44348 -2.05264
C -0.68400 3.21813 -1.93498
N -1.33213 2.10383 -1.62855
C -2.67273 2.07587 -1.39769
O -3.19502 1.00072 -1.09779
N 0.63078 3.13941 -2.12360
H -5.23070 4.20261 -1.33873
H -4.98844 2.84524 -0.21182
H -5.30547 2.52238 -1.92300
H -3.36534 5.27925 -1.88685
H -0.92202 5.37017 -2.30991
H 1.17487 3.95285 -2.34573
H 1.08665 2.24236 -1.99507
```


[3]
The following is a DFT calculation (wB97M-V/def2-TZVPD) of C24H26FN5O2 in the gas phase at a distorted geometry.

Summary:
**E_HOMO**: -7.879 eV
**SMILES string**: O=C([C@H]1CCCO1)N1CCN(c2c3c(nc4cc(-c5ccc(F)cc5)nn24)CCC3)CC1
**Frontier orbital gap**: 0.30851 Eh
**Total energy**: -1454.2903 Eh

Geometry as XYZ:
```
58
C24H26FN5O2, DFT wB97M-V/def2-TZVPD
O -3.19450 -3.64866 0.92109
C -2.96858 -2.62186 0.30403
N -1.77674 -1.99858 0.37249
C -1.33027 -0.85659 -0.38925
H -2.14812 -0.42801 -0.96095
C -0.18525 -1.28382 -1.31846
N 0.88818 -1.93568 -0.59862
C 2.06894 -1.30565 -0.29813
C 3.28468 -1.95126 -0.17886
C 4.45096 -1.19958 0.08973
N 4.49066 0.09452 0.24235
C 3.32210 0.72684 0.12422
C 2.98739 2.06659 0.23150
C 1.60317 2.12292 0.02710
N 1.09884 0.90257 -0.19135
N 2.12286 0.05606 -0.13910
C 0.73172 3.28778 0.02990
C 1.20967 4.54343 0.40358
C 0.37510 5.64424 0.40327
C -0.94575 5.48073 0.02694
C -1.45063 4.24842 -0.34814
C -0.60627 3.15658 -0.34537
H -0.97198 2.18508 -0.63630
H -2.48621 4.15686 -0.63547
F -1.76541 6.55505 0.02599
H 0.73321 6.62034 0.69067
H 2.23940 4.66087 0.70158
H 3.67004 2.86687 0.41728
C 5.65771 -2.08439 0.11035
H 6.32511 -1.84150 0.93513
H 6.21366 -1.94419 -0.81977
C 5.06542 -3.49502 0.20102
H 5.67993 -4.23717 -0.30508
H 4.97639 -3.78572 1.24907
C 3.66216 -3.38698 -0.41786
H 2.97857 -4.11632 0.01157
H 3.69912 -3.56823 -1.49644
C 0.42000 -3.04681 0.20338
H 1.23604 -3.44636 0.80109
C -0.70502 -2.59110 1.14314
H -1.11042 -3.44281 1.69171
H -0.31859 -1.84629 1.84767
H 0.03920 -3.82996 -0.46202
H 0.20087 -0.41410 -1.84552
H -0.56502 -2.00863 -2.04969
H -0.94877 -0.09713 0.30175
C -4.03765 -1.96839 -0.59684
C -5.40527 -2.65182 -0.40888
H -5.31110 -3.40804 0.37145
C -6.33135 -1.51243 0.02452
H -6.86176 -1.10012 -0.83449
C -5.33566 -0.48524 0.55979
H -5.05004 -0.72554 1.59369
H -5.68660 0.54555 0.51044
O -4.21323 -0.59108 -0.29250
H -7.05478 -1.81840 0.77568
H -5.74247 -3.13492 -1.32293
H -3.68574 -2.03031 -1.63436
```


[4]
The following is a DFT calculation (wB97M-V/def2-TZVPD) of a molecular structure, C24H26FeGeN5S3Se.

Summary:
**E_HOMO (alpha / beta)**: -7.798 / -7.755 eV
**<S²>**: 1.0152
**Energy relative to the best compared isomer or geometry (same formula, charge and spin)**: 0.0 kJ/mol
**Multiplicity**: 2
**Frontier orbital gap (alpha / beta)**: 0.26653 / 0.20915 Eh
**Total energy**: -8140.5913 Eh

Geometry as XYZ:
```
61
C24H26FeGeN5S3Se, DFT wB97M-V/def2-TZVPD
Fe -0.52176 -0.96570 0.64450
C 1.26107 -1.90760 -3.11689
C 2.52152 -2.42474 -2.82474
C 2.96965 -2.36115 -1.53137
C 2.15585 -1.81239 -0.52308
N 0.90374 -1.39774 -0.79586
C 0.50724 -1.41747 -2.08047
N 2.76024 -1.68888 0.70371
C 2.20275 -1.12904 1.72124
N 0.93975 -0.62453 1.87605
C 0.77585 -0.26672 3.19061
N -0.26969 0.13010 3.82235
C -1.51576 0.29092 3.25964
C -2.46202 0.88026 4.11817
C -3.73290 1.14220 3.67796
C -4.05616 0.81397 2.36441
C -3.09165 0.22106 1.58705
N -1.84412 -0.06196 2.00362
C 2.06054 -0.44210 3.90459
C 2.42744 -0.19125 5.21179
C 3.73432 -0.50082 5.57281
C 4.62734 -1.04784 4.65209
C 4.24262 -1.30227 3.34023
C 2.94487 -0.98328 2.99316
H 0.86310 -1.89708 -4.12190
H 3.14293 -2.84857 -3.60313
H 3.95057 -2.70527 -1.23944
H -0.47760 -1.02266 -2.25567
H -2.13562 1.11858 5.11928
H -4.46212 1.59790 4.33521
H -5.03665 1.00237 1.95151
H -3.31714 -0.05863 0.56975
H 1.72070 0.22490 5.91683
H 4.06657 -0.31966 6.58699
H 5.63561 -1.28144 4.96920
H 4.92029 -1.73469 2.61668
S -0.71633 -4.42641 -0.85520
C -1.36700 -3.19454 0.07054
S -0.89030 -3.11824 1.68664
S -2.28583 -1.95348 -0.64392
C -3.03576 0.27923 -3.70535
Ge -1.69535 1.69801 -3.60897
C -2.40485 3.22444 -4.61167
C 0.01887 1.20233 -4.40748
C -1.49950 2.41391 -1.77818
Se -0.55338 1.56547 -0.29367
C 1.27459 1.81066 -0.89042
H -3.03854 -0.14697 -4.71004
H -4.01976 0.71565 -3.52637
H -2.89889 -0.52792 -2.99093
H -2.56023 2.95407 -5.65693
H -1.71802 4.07085 -4.57784
H -3.36275 3.54260 -4.19834
H -0.14176 0.88911 -5.44037
H 0.51184 0.38711 -3.88178
H 0.68394 2.06720 -4.41660
H -2.50824 2.57824 -1.39144
H -1.04496 3.40420 -1.84967
H 1.42973 1.34627 -1.85941
H 1.90144 1.31799 -0.14946
H 1.50969 2.87147 -0.93000
```